# 1
Density functional theory data (the ωB97M-V functional and the def2-TZVPD basis) for C47H38IrN3O2PSe2 as an isolated structure at a distorted geometry.

```
94
C47H38IrN3O2PSe2 (the ωB97M-V functional and the def2-TZVPD basis)
Ir -1.1290 -0.0797 0.5777
Se -4.5535 -1.2540 1.4465
Se -4.5982 -1.0609 -0.8404
C -4.1006 0.8116 -1.1120
C -5.2639 1.6338 -1.6980
C -4.6595 3.7370 -1.9824
C -3.3289 4.3229 -1.6354
C -2.3413 3.6015 -1.1219
N -2.4668 2.1931 -0.8863
C -2.9544 -2.3249 1.5917
C -3.0377 -3.4869 2.3352
C -1.9802 -4.3827 2.3213
C -0.8907 -4.1159 1.5107
C -0.8575 -2.9206 0.8260
N -1.8469 -2.0014 0.8998
H -6.1646 1.0562 -1.8787
H -5.3115 4.5016 -2.3940
H -3.1732 5.3855 -1.7846
H -1.3904 4.0349 -0.8359
H -3.9388 -3.6937 2.8966
H -2.0262 -5.2927 2.9052
H -0.0698 -4.8123 1.4139
H -0.0108 -2.6577 0.2053
C -2.1081 -3.0689 -5.0762
C -2.5231 -3.4202 -3.7989
C -2.3125 -2.5514 -2.7385
C -1.6936 -1.3212 -2.9639
C -1.2384 -0.9863 -4.2415
C -1.4645 -1.8585 -5.2943
P -1.4770 -0.0342 -1.7223
C 0.0598 0.8086 -2.1183
C 1.2368 0.1412 -1.7683
C 2.4672 0.7412 -1.9740
C 2.5270 2.0072 -2.5446
C 1.3614 2.6669 -2.9084
C 0.1251 2.0736 -2.6930
C -2.8336 1.2014 -1.9406
C -3.3437 1.7975 -3.1920
C -4.6651 2.4155 -2.8954
C -5.3759 2.9115 -0.8243
C -4.5535 2.6324 0.3907
C -4.6532 3.0427 1.6651
C -3.7437 2.4787 2.6336
C -2.8268 1.4867 2.3769
C -2.7235 0.9570 1.0817
C -3.5094 1.6435 0.0357
H -2.2680 -3.7491 -5.9024
H -3.0117 -4.3702 -3.6272
H -2.6112 -2.8408 -1.7432
H -0.7093 -0.0582 -4.4168
H -1.1308 -1.5907 -6.2880
H 1.1980 -0.8545 -1.3382
H 3.3756 0.2248 -1.6920
H 3.4866 2.4782 -2.7125
H 1.4131 3.6484 -3.3614
H -0.7761 2.6040 -2.9731
H -2.7893 1.9151 -4.1128
H -5.3058 2.5386 -3.7645
H -6.3765 3.2690 -0.5984
H -5.3940 3.7679 1.9760
H -3.8049 2.8483 3.6528
H -2.2077 1.1142 3.1860
C 5.8586 -4.6452 3.1427
C 5.8210 -3.2839 2.4953
C 6.9169 -2.8327 1.7734
C 6.9080 -1.5772 1.1928
C 5.7946 -0.7651 1.3212
C 4.6940 -1.2051 2.0424
N 3.5071 -0.4019 2.1125
C 3.4262 0.9558 2.0726
C 4.5144 1.7604 2.4721
C 4.4275 3.1278 2.4679
C 3.2608 3.7940 2.0476
C 2.1914 3.0438 1.6657
C 2.2385 1.6237 1.6798
C 1.0591 0.9408 1.2865
O 0.0362 1.5823 0.7813
O 0.8791 -0.3428 1.3812
C 4.6939 -2.4621 2.6434
C 3.5490 -2.9441 3.5055
H 6.7810 -5.1659 2.8933
H 5.0222 -5.2694 2.8207
H 5.7996 -4.5692 4.2312
H 7.7846 -3.4721 1.6672
H 7.7632 -1.2343 0.6247
H 5.7660 0.1985 0.8291
H 2.6320 -0.8914 2.0399
H 5.4139 1.2773 2.8252
H 5.2774 3.7047 2.8120
H 3.2092 4.8735 2.0463
H 1.2753 3.5217 1.3479
H 2.6917 -2.2743 3.5012
H 3.8724 -3.0369 4.5449
H 3.2092 -3.9354 3.1983
```

Summary:
Frontier orbital gap (alpha / beta)   4.76 / 4.61 eV
ΔE to the lowest compared entry with this formula, charge and spin   530.9 kJ/mol
Charge   +2
⟨S²⟩   0.757
Total energy   -200724.8984 eV
2S+1   2

# 2
Density functional theory data (the ωB97M-V functional and the def2-TZVPD basis) for C12H7N2O5SV as an isolated structure at a distorted geometry.

```
28
C12H7N2O5SV (the ωB97M-V functional and the def2-TZVPD basis)
O -2.2581 -4.6050 -2.0052
C -1.1684 -4.3844 -2.4166
V 1.0412 -0.5416 -1.3604
O 2.6818 -2.7991 0.1821
C 2.0207 -2.0413 -0.4208
C 2.3521 1.0056 -1.1875
O 3.0375 1.9219 -0.9873
C -0.3761 0.2741 -2.8099
O -0.9748 0.9551 -3.5152
C 1.4351 -1.5272 -3.1362
O 1.6456 -2.0317 -4.1484
H -0.1771 -1.2463 -0.7469
N -0.0857 -2.5478 1.1590
C -0.1548 -1.2409 1.4213
N 0.2611 -0.2452 0.6241
C -0.3576 0.9930 0.9134
C -0.3643 2.1357 0.1025
C -0.6974 3.3444 0.7397
C -1.0514 3.3631 2.0970
C -1.1948 2.1585 2.8017
C -0.9195 0.9521 2.1874
S -1.0319 -0.6384 2.7931
H -0.4308 -3.2070 1.8413
H 0.2516 -2.9320 0.2784
H -0.1552 2.0917 -0.9989
H -0.6493 4.2890 0.1577
H -1.2143 4.3465 2.5905
H -1.4649 2.1573 3.8444
```

Summary:
Frontier orbital gap (alpha / beta)   4.58 / 4.20 eV
Charge   +3
⟨S²⟩   0.826
Total energy   -62260.8854 eV
2S+1   2

# 3
Density functional theory data (the ωB97M-V functional and the def2-TZVPD basis) for one molecule with the formula C2H3BrN2O2 at a distorted geometry.

```
10
C2H3BrN2O2 (the ωB97M-V functional and the def2-TZVPD basis)
C -0.1098 0.8844 -0.3293
C 0.8733 -0.2598 -0.2127
N 0.8166 -1.4505 -0.2376
N 0.4066 -2.8825 0.0804
O -0.3695 -2.9895 0.9777
O 1.0804 -3.5942 -0.5851
Br 2.7711 0.4681 0.0347
H -1.1882 0.4043 -0.4532
H 0.2026 1.7598 -1.0804
H -0.0298 1.2991 0.6668
```

Summary:
Frontier orbital gap   9.12 eV
ΔE to the lowest compared entry with this formula, charge and spin   186.4 kJ/mol
Structure (SMILES)   C/C(Br)=N\[N+](=O)[O-]
Total energy   -79234.2693 eV

# 4
Density functional theory data (the ωB97M-V functional and the def2-TZVPD basis) for C11H7Br2N2O3Re as an isolated structure at a distorted geometry.

```
26
C11H7Br2N2O3Re (the ωB97M-V functional and the def2-TZVPD basis)
Re 1.7703 -2.3717 0.0000
Br 4.2347 -2.4561 0.0000
C 3.8510 -0.5251 0.0000
C 4.7402 0.5226 0.0000
C 4.1979 1.8114 0.0000
C 2.8171 1.9663 0.0000
C 1.9906 0.8415 0.0000
N 2.5063 -0.4086 0.0000
C 0.5127 1.0852 0.0000
O -0.0181 2.1375 0.0000
O -0.1314 -0.1454 0.0000
H 5.8111 0.3650 0.0000
H 4.8508 2.6794 0.0000
H 2.3641 2.9511 0.0000
O -5.4806 -1.2618 0.0000
C -4.2548 -0.8967 0.0000
C -3.7691 0.4360 0.0000
C -2.4257 0.6863 0.0000
N -1.5145 -0.3152 0.0000
C -1.9391 -1.6092 0.0000
Br -0.5777 -3.0161 0.0000
C -3.2596 -1.9291 0.0000
H -6.1734 -0.5690 0.0000
H -4.4558 1.2767 0.0000
H -2.0455 1.7015 0.0000
H -3.6018 -2.9573 0.0000
```

Summary:
Frontier orbital gap (alpha / beta)   7.50 / 7.38 eV
Charge   +3
⟨S²⟩   0.760
Total energy   -162821.5972 eV
2S+1   2

# 5
Density functional theory data (the ωB97M-V functional and the def2-TZVPD basis) for one molecule with the formula C4H7N3 at a distorted geometry.

```
14
C4H7N3 (the ωB97M-V functional and the def2-TZVPD basis)
C -1.3136 1.0162 -0.3506
C -1.0553 -0.4531 -0.0055
N 0.2281 -0.7056 0.6341
C 1.4197 -0.4637 0.0200
N 2.5455 -0.5351 0.6178
C 1.3188 -0.0964 -1.3969
N 1.2894 0.2456 -2.5011
H -2.1897 1.0930 -1.0019
H -0.4748 1.4647 -0.8911
H -1.4808 1.6151 0.5494
H -1.1143 -1.0726 -0.9079
H -1.8287 -0.8268 0.6717
H 0.2885 -0.7762 1.6385
H 3.3010 -0.3129 -0.0247
```

Summary:
Frontier orbital gap   10.25 eV
ΔE to the lowest compared entry with this formula, charge and spin   52.1 kJ/mol
Structure (SMILES)   [H]/N=C(\C#N)NCC
Total energy   -8731.1392 eV

# 6
Density functional theory data (the ωB97M-V functional and the def2-TZVPD basis) for one molecule with the formula C2H3ClO at a distorted geometry.

```
7
C2H3ClO (the ωB97M-V functional and the def2-TZVPD basis)
C 0.0507 -0.0128 0.5112
C -0.8764 -0.5701 -0.6114
O -1.3612 0.1550 0.3763
Cl -1.1739 -2.2737 -0.6733
H 0.2820 -0.7796 1.2741
H 0.5081 0.8783 0.4350
H -0.9020 0.0517 -1.6029
```

Summary:
Frontier orbital gap   11.46 eV
ΔE to the lowest compared entry with this formula, charge and spin   187.1 kJ/mol
Structure (SMILES)   Cl[C@@H]1CO1
Total energy   -16690.5399 eV

Question: Look up the total energy of the third one.
Answer: -79234.2693 eV

Question: Among the records above, which one has the highest total energy?
Answer: C4H7N3

Question: What is the total energy in the fifth record?
Answer: -8731.1392 eV

Question: Among the records above, which one has the lowest total energy?
Answer: C47H38IrN3O2PSe2